No. 1
A molecular structure, C63H50CdGeN8O4S. Source: the OMol25 dataset; level of theory: ωB97M-V/def2-TZVPD.

HOMO level: -1.73 eV
molecular weight: 1200.234 g mol⁻¹
energy relative to the best compared isomer or geometry (same formula, charge and spin): 76.4 kJ/mol
Kohn-Sham gap: 5.20 eV
F_max: 0.7 eV/Å

```
! RIJCOSX wB97M-V def2-TZVPD def2/J DEFGRID3
* xyz -2 1
Cd -1.71 -1.28 0.26
N -1.71 -5.33 -2.36
C -2.03 -4.02 -2.02
S -3.32 -3.74 -0.98
N -1.23 -3.13 -2.60
N -1.44 -1.87 -2.15
C -1.17 -0.92 -2.96
C -0.71 -1.15 -4.36
C -1.63 -1.40 -5.37
C -1.20 -1.58 -6.68
C 0.15 -1.51 -6.99
C 1.07 -1.25 -5.98
C 0.64 -1.07 -4.67
C -1.32 0.48 -2.49
C -1.37 1.56 -3.38
C -1.53 2.83 -2.87
C -1.59 3.01 -1.50
C -1.51 1.89 -0.69
N -1.41 0.66 -1.18
H -2.06 -6.00 -1.70
H -0.74 -5.46 -2.64
H -2.68 -1.47 -5.13
H -1.93 -1.79 -7.46
H 0.49 -1.65 -8.01
H 2.13 -1.20 -6.21
H 1.35 -0.88 -3.88
H -1.29 1.39 -4.45
H -1.59 3.68 -3.54
H -1.69 3.99 -1.05
H -1.52 1.97 0.39
O -5.45 -3.28 6.16
C -4.55 -3.97 5.66
O -4.08 -5.08 6.03
C -3.86 -3.37 4.41
C -2.83 -4.05 3.78
C -2.21 -3.48 2.68
N -2.59 -2.30 2.20
C -3.59 -1.63 2.78
C -4.25 -2.14 3.89
C -3.91 -0.27 2.11
C -5.24 0.28 2.55
C -6.19 0.61 1.65
C -5.98 0.48 0.24
C -4.78 -0.08 -0.15
N -3.81 -0.46 0.66
C -1.09 -4.14 1.95
C -0.48 -5.30 2.43
C 0.58 -5.85 1.72
C 1.01 -5.22 0.56
C 0.36 -4.06 0.17
N -0.67 -3.55 0.84
H -2.56 -5.01 4.19
H -5.07 -1.63 4.36
H -5.43 0.38 3.61
H -7.14 0.99 2.02
H -6.75 0.70 -0.48
H -4.58 -0.27 -1.20
H -0.83 -5.76 3.34
H 1.06 -6.74 2.08
H 1.84 -5.60 -0.01
H 0.65 -3.52 -0.72
O 0.91 1.06 1.00
C 1.19 -0.14 0.96
O 0.53 -1.07 0.37
C 2.48 -0.62 1.64
C 3.66 0.32 1.48
Ge 4.23 0.66 -0.38
C 3.14 2.00 -1.31
C 2.69 3.12 -0.62
C 2.00 4.12 -1.29
C 1.73 4.00 -2.64
C 2.14 2.87 -3.33
C 2.85 1.88 -2.66
C 4.30 -0.95 -1.50
C 3.12 -1.60 -1.88
C 3.15 -2.68 -2.75
C 4.36 -3.14 -3.25
C 5.54 -2.50 -2.89
C 5.50 -1.41 -2.03
C 6.05 1.39 -0.29
C 6.40 2.56 -0.97
C 7.70 3.06 -0.90
C 8.66 2.41 -0.16
C 8.33 1.24 0.53
C 7.04 0.75 0.46
H 2.72 -1.63 1.28
H 2.23 -0.72 2.70
H 4.54 -0.08 1.99
H 3.44 1.29 1.93
H 2.85 3.21 0.44
H 1.64 4.99 -0.74
H 1.17 4.77 -3.16
H 1.91 2.75 -4.38
H 3.18 1.00 -3.21
H 2.16 -1.28 -1.49
H 2.22 -3.16 -3.04
H 4.39 -3.98 -3.93
H 6.49 -2.84 -3.29
H 6.43 -0.91 -1.77
H 5.65 3.08 -1.55
H 7.95 3.97 -1.44
H 9.67 2.80 -0.10
H 9.08 0.73 1.11
H 6.80 -0.16 1.00
N -2.70 0.51 2.48
C -2.66 1.75 2.76
C -3.74 2.78 2.61
C -4.23 3.09 1.35
C -5.13 4.13 1.18
C -5.56 4.87 2.28
C -5.07 4.57 3.54
C -4.15 3.54 3.70
C -1.36 2.29 3.25
C -0.93 3.58 2.92
C 0.31 4.04 3.35
C 1.12 3.23 4.13
C 0.69 1.95 4.47
C -0.53 1.49 4.03
H -3.93 2.49 0.50
H -5.52 4.34 0.19
H -6.27 5.67 2.15
H -5.40 5.13 4.40
H -3.76 3.31 4.69
H -1.57 4.22 2.33
H 0.64 5.03 3.07
H 2.09 3.58 4.46
H 1.32 1.31 5.08
H -0.87 0.48 4.26
*
```

Here are the Löwdin charges for atoms 1 to 8, given in e: 1.397, 0.027, -1.003, 0.484, -0.036, -0.021, -0.219, -0.197



No. 2
5 unconnected molecules or ions with the total composition C63H52O10SSi2. Source: the OMol25 dataset; level of theory: ωB97M-V/def2-TZVPD.

HOMO level: -9.68 eV
molecular weight: 1057.338 g mol⁻¹
SMILES string: CC(C)C[C@H](C)CO[SiH2]O[SiH2]S.O=C1c2ccccc2C(=O)c2ccccc21.O=C1c2ccccc2C(=O)c2ccccc21.O=C1c2ccccc2C(=O)c2ccccc21.O=C1c2ccccc2C(=O)c2ccccc21
Kohn-Sham gap: 8.59 eV
F_max: 0.3 eV/Å

```
! RIJCOSX wB97M-V def2-TZVPD def2/J DEFGRID3
* xyz 0 1
C 0.66 -0.64 3.38
C 0.83 -0.91 1.88
C -0.50 -0.71 1.15
C 1.43 -2.30 1.57
C 2.68 -2.25 0.69
C 2.95 -3.60 0.02
C 3.88 -1.74 1.49
O 4.63 -0.80 0.72
Si 5.23 0.62 1.24
O 5.01 1.75 0.07
Si 3.70 2.63 -0.37
S 3.50 2.68 -2.49
H 0.77 0.42 3.61
H 1.39 -1.19 3.97
H -0.33 -0.96 3.72
H 1.53 -0.17 1.48
H -0.37 -0.60 0.07
H -1.02 0.19 1.50
H -1.17 -1.55 1.31
H 0.68 -2.95 1.09
H 1.68 -2.80 2.51
H 2.51 -1.50 -0.09
H 2.79 -4.42 0.73
H 3.99 -3.67 -0.33
H 2.30 -3.77 -0.84
H 4.55 -2.57 1.75
H 3.55 -1.27 2.42
H 4.45 1.02 2.45
H 6.67 0.57 1.52
H 2.48 2.04 0.22
H 3.89 4.03 0.04
H 2.63 1.66 -2.54
O 2.00 7.26 -3.44
C 2.98 7.95 -3.65
C 2.85 9.30 -4.28
C 1.58 9.77 -4.59
C 1.44 11.01 -5.20
C 2.56 11.78 -5.49
C 3.82 11.31 -5.18
C 3.98 10.07 -4.57
C 5.35 9.58 -4.27
O 6.33 10.24 -4.54
C 5.48 8.23 -3.63
C 6.75 7.75 -3.34
C 6.89 6.50 -2.75
C 5.77 5.73 -2.46
C 4.50 6.21 -2.76
C 4.36 7.46 -3.34
H 0.73 9.15 -4.35
H 0.45 11.37 -5.45
H 2.44 12.74 -5.96
H 4.71 11.89 -5.40
H 7.60 8.36 -3.58
H 7.88 6.12 -2.52
H 5.89 4.75 -2.01
H 3.61 5.63 -2.55
O -4.26 -5.48 7.96
C -3.26 -4.96 7.50
C -3.20 -3.48 7.29
C -4.30 -2.71 7.65
C -4.28 -1.34 7.47
C -3.15 -0.73 6.92
C -2.05 -1.49 6.56
C -2.08 -2.87 6.74
C -0.89 -3.67 6.33
O 0.08 -3.14 5.82
C -0.93 -5.14 6.57
C 0.17 -5.91 6.22
C 0.16 -7.28 6.43
C -0.95 -7.88 7.01
C -2.05 -7.12 7.37
C -2.05 -5.75 7.14
H -5.17 -3.21 8.07
H -5.13 -0.74 7.75
H -3.13 0.34 6.78
H -1.17 -1.05 6.13
H 1.03 -5.41 5.78
H 1.02 -7.87 6.15
H -0.97 -8.95 7.16
H -2.92 -7.58 7.82
O -8.86 -11.49 5.14
C -7.73 -11.16 5.45
C -7.32 -9.73 5.49
C -8.26 -8.76 5.20
C -7.91 -7.42 5.24
C -6.61 -7.05 5.57
C -5.66 -8.02 5.86
C -6.01 -9.36 5.83
C -4.98 -10.39 6.16
O -3.84 -10.08 6.44
C -5.40 -11.82 6.14
C -4.47 -12.80 6.46
C -4.83 -14.13 6.46
C -6.13 -14.50 6.13
C -7.07 -13.53 5.81
C -6.70 -12.19 5.81
H -9.26 -9.07 4.94
H -8.64 -6.66 5.02
H -6.33 -6.00 5.62
H -4.65 -7.74 6.11
H -3.46 -12.49 6.71
H -4.10 -14.89 6.71
H -6.42 -15.54 6.13
H -8.09 -13.78 5.55
O 1.16 9.70 -9.07
C 1.11 8.61 -9.59
C 0.97 8.45 -11.07
C 0.92 9.59 -11.86
C 0.80 9.48 -13.23
C 0.72 8.22 -13.82
C 0.77 7.08 -13.04
C 0.89 7.19 -11.66
C 0.93 5.94 -10.84
O 0.83 4.85 -11.35
C 1.10 6.10 -9.37
C 1.17 4.96 -8.57
C 1.34 5.08 -7.20
C 1.43 6.33 -6.61
C 1.36 7.47 -7.40
C 1.20 7.36 -8.78
H 0.98 10.56 -11.37
H 0.76 10.37 -13.85
H 0.62 8.13 -14.90
H 0.71 6.09 -13.47
H 1.10 3.99 -9.06
H 1.39 4.19 -6.59
H 1.56 6.43 -5.55
H 1.44 8.46 -6.97
*
```

Here are the Löwdin charges for atoms 1 to 8, given in e: -0.074, -0.418, -0.083, -0.157, -0.356, -0.068, -0.222, -0.248



No. 3
A molecular structure, C63H58AsClFeN3O3Si at a distorted geometry. Source: the OMol25 dataset; level of theory: ωB97M-V/def2-TZVPD.

HOMO level (alpha / beta): -8.03 / -7.96 eV
molecular weight: 1099.481 g mol⁻¹
energy relative to the best compared isomer or geometry (same formula, charge and spin): 242.6 kJ/mol
Kohn-Sham gap (alpha / beta): 7.86 / 6.59 eV
F_max: 2.6 eV/Å

```
! RIJCOSX wB97M-V def2-TZVPD def2/J DEFGRID3
* xyz 0 6
Fe 0.46 0.43 -0.34
C 3.02 -2.78 -3.43
C 4.25 -2.17 -4.06
C 4.75 -2.68 -5.25
C 5.94 -2.22 -5.80
C 6.67 -1.24 -5.14
C 6.17 -0.69 -3.98
C 4.96 -1.13 -3.44
N 4.51 -0.55 -2.23
C 3.29 0.03 -2.00
N 2.52 0.20 -3.11
C 1.48 1.13 -3.23
C 0.90 1.70 -2.11
C 0.00 2.74 -2.25
C -0.40 3.14 -3.52
C 0.13 2.51 -4.64
C 1.09 1.52 -4.52
C 1.72 0.90 -5.74
N 2.95 0.50 -0.84
C 3.76 0.35 0.28
C 4.33 -0.88 0.64
C 5.12 -0.98 1.78
C 5.32 0.12 2.59
C 4.70 1.32 2.27
C 3.93 1.46 1.13
C 3.23 2.75 0.80
H 3.02 -3.85 -3.62
H 2.10 -2.36 -3.83
H 3.01 -2.61 -2.35
H 4.21 -3.47 -5.75
H 6.31 -2.65 -6.72
H 7.62 -0.90 -5.54
H 6.72 0.08 -3.45
H 5.21 -0.37 -1.53
H 2.93 -0.12 -3.97
H -0.41 3.22 -1.37
H -1.14 3.92 -3.63
H -0.19 2.82 -5.62
H 1.31 1.35 -6.64
H 1.53 -0.18 -5.79
H 2.80 1.05 -5.76
H 4.12 -1.76 0.05
H 5.57 -1.93 2.02
H 5.94 0.04 3.47
H 4.82 2.18 2.93
H 3.43 3.50 1.55
H 2.15 2.57 0.75
H 3.54 3.11 -0.18
Cl 1.53 -6.44 2.34
C 1.32 -4.97 1.44
C 0.79 -5.03 0.14
C 0.62 -3.88 -0.58
C 0.95 -2.60 -0.05
O 0.79 -1.55 -0.78
C 1.48 -2.57 1.27
C 1.76 -1.34 1.94
O 1.52 -0.20 1.54
C 1.67 -3.77 1.99
H 0.51 -5.99 -0.27
H 0.21 -3.90 -1.58
H 2.23 -1.45 2.93
H 2.07 -3.72 2.99
C -4.47 3.61 4.05
C -3.57 4.26 3.21
C -2.43 3.60 2.79
C -2.15 2.31 3.21
C -3.04 1.67 4.07
C -4.20 2.32 4.48
As -0.46 1.51 2.57
C 0.46 2.25 4.14
C 0.89 3.56 4.30
C 1.40 3.97 5.53
C 1.50 3.07 6.58
C 1.08 1.75 6.42
C 0.54 1.34 5.20
C 0.01 0.00 4.90
C 0.04 -1.10 5.75
C -0.48 -2.31 5.33
C -0.99 -2.45 4.04
C -1.00 -1.37 3.18
C -0.54 -0.13 3.61
H -5.38 4.11 4.36
H -3.77 5.27 2.89
H -1.73 4.10 2.12
H -2.83 0.68 4.43
H -4.90 1.81 5.12
H 0.83 4.25 3.48
H 1.71 5.00 5.66
H 1.90 3.39 7.53
H 1.15 1.06 7.25
H 0.47 -1.01 6.74
H -0.48 -3.16 6.00
H -1.36 -3.41 3.70
H -1.37 -1.48 2.17
C -3.42 2.42 -2.41
C -4.15 1.61 -1.34
C -4.39 2.48 -0.10
C -5.48 1.14 -1.92
Si -3.02 0.11 -0.79
O -1.63 0.54 -0.14
C -4.16 -0.89 0.35
C -5.27 -1.62 -0.09
C -6.02 -2.40 0.78
C -5.68 -2.46 2.12
C -4.61 -1.72 2.59
C -3.87 -0.94 1.71
C -2.65 -0.88 -2.39
C -1.72 -0.34 -3.28
C -1.46 -0.94 -4.50
C -2.09 -2.12 -4.84
C -2.97 -2.71 -3.95
C -3.25 -2.09 -2.74
H -4.02 3.29 -2.70
H -3.25 1.81 -3.30
H -2.46 2.77 -2.04
H -4.96 3.38 -0.36
H -3.44 2.79 0.34
H -4.95 1.93 0.66
H -6.04 2.00 -2.29
H -6.10 0.63 -1.18
H -5.31 0.47 -2.77
H -5.56 -1.58 -1.13
H -6.86 -2.96 0.40
H -6.26 -3.07 2.80
H -4.34 -1.76 3.64
H -3.05 -0.33 2.08
H -1.20 0.57 -3.01
H -0.77 -0.46 -5.20
H -1.90 -2.59 -5.80
H -3.46 -3.65 -4.20
H -3.93 -2.57 -2.05
*
```

Here are the Löwdin charges for atoms 1 to 8, given in e: 1.014, -0.027, -0.211, -0.043, -0.084, -0.085, -0.019, -0.211